(1)
# C32H54IN4O7P

5 unconnected molecules or ions with the total composition C32H54IN4O7P (wB97M-V/def2-TZVPD, the OMol25 dataset).

Cartesian coordinates (Å):
C (-0.96819, -0.41331, 3.60002)
C (-1.59108, -0.91350, 2.27597)
C (-1.43037, -2.41097, 2.06297)
C (-0.09959, -2.82697, 1.41779)
C (-0.15410, -2.93673, -0.13497)
C (-0.05882, -1.55278, -0.74961)
C (-1.12646, -0.85816, -1.32368)
P (-2.75102, -1.73812, -1.42637)
N (-2.41172, -3.08613, -2.46389)
O (-3.74061, -0.90104, -2.44379)
C (-0.91026, 0.50691, -1.74747)
C (-2.04967, 1.34375, -2.29566)
C (-1.69463, 2.74939, -2.70823)
O (-0.75370, 2.68019, -3.79846)
C (-0.75387, 3.77980, -4.59394)
C (-1.05925, 3.47901, -6.02157)
O (-0.51670, 4.86846, -4.17996)
C (0.34322, 1.06149, -1.62057)
C (1.44330, 0.34621, -1.11290)
N (2.66333, 0.96682, -1.07059)
C (3.62663, 0.23281, -0.59806)
N (4.91358, 0.80228, -0.56458)
C (3.44977, -1.11238, -0.13091)
C (4.60877, -1.90442, 0.39587)
C (5.45731, -2.40874, -0.79033)
C (4.61898, -2.88782, -1.98570)
I (6.69752, -4.04109, -0.12588)
N (2.27994, -1.68032, -0.15108)
C (1.23756, -0.95617, -0.66864)
H (-0.30847, 0.42801, 3.39321)
H (-1.75336, -0.03186, 4.24562)
H (-0.36326, -1.17514, 4.08355)
H (-1.17174, -0.32171, 1.46564)
H (-2.65177, -0.69614, 2.29157)
H (-2.22876, -2.74002, 1.39664)
H (-1.59249, -2.95872, 2.98833)
H (0.14783, -3.82905, 1.77375)
H (0.70271, -2.16639, 1.73093)
H (0.69772, -3.53873, -0.42777)
H (-1.09954, -3.40783, -0.34779)
H (-2.79245, -3.89339, -1.98756)
H (-1.41666, -3.22958, -2.58786)
H (-3.38888, -0.99332, -3.34110)
H (-2.81887, 1.41154, -1.52727)
H (-2.49169, 0.84765, -3.14826)
H (-2.58297, 3.27300, -3.05836)
H (-1.27871, 3.31861, -1.87845)
H (-0.54772, 4.15815, -6.68988)
H (-2.13997, 3.53315, -6.14566)
H (-0.73527, 2.47074, -6.24523)
H (0.52281, 2.07843, -1.92389)
H (4.78945, 1.79767, -0.41138)
H (5.45072, 0.45950, 0.22441)
H (5.21570, -1.27217, 1.03365)
H (4.26249, -2.73715, 0.99590)
H (6.07668, -1.59644, -1.14919)
H (3.69889, -3.36997, -1.67261)
H (5.19743, -3.60193, -2.55906)
H (4.38959, -2.02234, -2.60282)
C (-6.41682, -0.61566, 4.83568)
C (-5.46929, -1.60374, 4.20221)
C (-5.82854, -3.06812, 4.30920)
O (-4.46538, -1.24584, 3.63179)
H (-6.04659, 0.39323, 4.68589)
H (-7.40372, -0.70085, 4.37730)
H (-6.49769, -0.81399, 5.90662)
H (-6.79222, -3.25203, 3.83187)
H (-5.88644, -3.36281, 5.35816)
H (-5.06654, -3.66575, 3.81327)
C (-6.96656, 3.88563, 2.24154)
C (-6.47842, 3.56458, 3.63304)
C (-6.21100, 4.73310, 4.55048)
O (-6.30840, 2.42409, 3.99502)
H (-7.11762, 2.96144, 1.68883)
H (-7.91093, 4.42972, 2.29280)
H (-6.22933, 4.49668, 1.71882)
H (-7.12469, 5.31146, 4.69537)
H (-5.44364, 5.37805, 4.11998)
H (-5.86626, 4.36538, 5.51400)
C (2.58495, 0.14110, -7.96780)
C (2.24805, 1.15545, -6.90221)
C (3.31989, 1.46573, -5.88707)
O (1.16663, 1.69570, -6.86135)
H (1.73093, 0.01180, -8.62856)
H (3.43969, 0.48379, -8.55271)
H (2.82775, -0.81755, -7.50712)
H (4.20481, 1.86245, -6.38718)
H (3.59195, 0.56021, -5.34251)
H (2.94839, 2.20496, -5.18097)
C (6.37930, 0.93263, 4.39900)
C (6.67100, -0.46633, 3.91564)
C (7.39125, -1.38490, 4.86928)
O (6.34206, -0.83797, 2.81182)
H (5.85951, 1.48615, 3.62024)
H (5.75021, 0.89627, 5.28936)
H (7.31107, 1.44633, 4.63971)
H (6.80284, -1.51453, 5.77873)
H (8.36400, -0.96477, 5.12883)
H (7.53653, -2.35414, 4.39816)

Output
F_max (eV Å⁻¹): 1.56
Highest occupied orbital energy (eV): -7.7804
HOMO-LUMO gap (eV): 7.916
Structure (SMILES): CCCCCc1c(P(N)O)c(CCOC(C)=O)cc2nc(N)c(C[C@H](C)I)nc12.CC(C)=O.CC(C)=O.CC(C)=O.CC(C)=O
LUMO (hartree): 0.0050
Charge: 0

(2)
# C34H38AgF5N3OSSi

A molecular structure, C34H38AgF5N3OSSi (wB97M-V/def2-TZVPD, the OMol25 dataset).

Cartesian coordinates (Å):
Ag (-0.24429, 0.84672, -0.16264)
C (-0.20164, -2.16112, 3.81299)
C (-1.04835, -0.93948, 4.03694)
C (-2.02154, -0.93363, 5.02716)
C (-2.83773, 0.17210, 5.21962)
C (-2.67972, 1.28052, 4.40853)
C (-1.72042, 1.31297, 3.39822)
C (-1.56276, 2.53729, 2.54609)
C (-0.90768, 0.19526, 3.23853)
N (0.07100, 0.13808, 2.20622)
C (1.29434, 0.25344, 2.51712)
C (1.82410, 0.70988, 3.84769)
C (2.34724, -0.12217, 1.47498)
C (3.69794, -0.50872, 2.02091)
N (2.02242, -0.13913, 0.25263)
C (2.95210, -0.46461, -0.76906)
C (3.86788, 0.50243, -1.19051)
C (3.87678, 1.87476, -0.58165)
C (4.73194, 0.17536, -2.22930)
C (4.68741, -1.06954, -2.83424)
C (3.74833, -1.99973, -2.41880)
C (2.85347, -1.70904, -1.39584)
C (1.78538, -2.67966, -0.99843)
H (-0.54372, -2.97028, 4.45651)
H (0.85495, -1.98774, 4.04320)
H (-0.27824, -2.49220, 2.77580)
H (-2.14462, -1.81639, 5.64109)
H (-3.59739, 0.16255, 5.98989)
H (-3.31627, 2.14692, 4.54001)
H (-2.37284, 3.23639, 2.75118)
H (-1.57855, 2.29951, 1.47802)
H (-0.61437, 3.04226, 2.73963)
H (1.02732, 1.14420, 4.44731)
H (2.59088, 1.46537, 3.67770)
H (2.28072, -0.10585, 4.41296)
H (3.59068, -1.16442, 2.88415)
H (4.24626, 0.37425, 2.35307)
H (4.28676, -1.01321, 1.25645)
H (2.89184, 2.33440, -0.66106)
H (4.60260, 2.50883, -1.08899)
H (4.13112, 1.85961, 0.47855)
H (5.44259, 0.91912, -2.56746)
H (5.36825, -1.30654, -3.64084)
H (3.68565, -2.96530, -2.90439)
H (1.84753, -3.58603, -1.59962)
H (0.79889, -2.24217, -1.15312)
H (1.85318, -2.96589, 0.05238)
C (-5.14255, -0.30786, -5.29742)
Si (-4.56850, -0.20032, -3.50493)
C (-5.19605, 1.41738, -2.82566)
C (-5.33226, -1.64668, -2.60716)
C (-2.69657, -0.25957, -3.52238)
C (-1.99322, -0.25667, -4.71685)
C (-0.60085, -0.22572, -4.73376)
C (0.04240, -0.21050, -3.51284)
N (-0.59686, -0.23164, -2.34876)
C (-1.94238, -0.23802, -2.32637)
S (-2.71099, -0.15747, -0.75234)
H (-6.23325, -0.30977, -5.33149)
H (-4.79596, -1.22268, -5.78037)
H (-4.79748, 0.53961, -5.89017)
H (-6.26677, 1.51987, -3.01074)
H (-4.68315, 2.25109, -3.30611)
H (-5.00680, 1.48085, -1.75551)
H (-6.38987, -1.72566, -2.86454)
H (-5.23051, -1.53367, -1.52922)
H (-4.84223, -2.57802, -2.89332)
H (-2.53089, -0.26395, -5.65646)
H (-0.03852, -0.20736, -5.65680)
H (1.12577, -0.18091, -3.45213)
F (-0.92496, 3.22573, -2.36903)
C (-0.18802, 3.77599, -1.36964)
C (0.37729, 2.99185, -0.39100)
C (1.09194, 3.67844, 0.55402)
F (1.71228, 3.00753, 1.58583)
C (1.26678, 5.05321, 0.57211)
F (1.98957, 5.68212, 1.52636)
C (0.67802, 5.79870, -0.43445)
F (0.83643, 7.13993, -0.46904)
C (-0.06145, 5.15761, -1.41695)
F (-0.62773, 5.89805, -2.39109)
O (-1.09283, -2.59838, 0.79463)
H (-1.81540, -2.13314, 0.33042)
H (-0.39147, -1.94085, 0.67488)

Output
F_max (eV Å⁻¹): 0.50
Highest occupied orbital energy (eV): -4.3966
HOMO-LUMO gap (eV): 6.787
LUMO (hartree): 0.0878
Charge: -1

(3)
# C20H28N2O7S2Sr

A molecular structure, C20H28N2O7S2Sr (wB97M-V/def2-TZVPD, the OMol25 dataset).

Cartesian coordinates (Å):
Sr (0.86096, 0.75014, 1.58402)
O (3.36725, 4.64070, 1.74377)
C (2.93592, 3.38943, 1.86682)
O (1.87073, 3.09732, 2.36011)
C (3.89868, 2.37794, 1.27960)
O (3.52362, 1.08164, 1.65188)
C (4.10620, 0.63924, 2.89065)
C (3.26590, -0.49417, 3.51442)
O (3.87901, -1.37588, 4.10261)
O (2.00550, -0.38095, 3.36804)
H (2.66888, 5.23297, 2.06414)
H (4.92299, 2.62638, 1.56757)
H (3.82208, 2.46050, 0.19180)
H (4.12857, 1.46853, 3.60697)
H (5.12167, 0.28894, 2.70685)
C (-2.09163, -0.47377, -3.87598)
C (-1.10953, -0.91737, -2.80008)
N (-0.16987, 0.13022, -2.40073)
C (1.12392, 0.18568, -3.07331)
C (1.16163, 1.16000, -4.24241)
C (-0.52619, 1.01410, -1.45044)
S (0.58210, 2.25054, -0.94479)
N (-1.78970, 0.94750, -1.03132)
C (-2.20628, 1.08924, 0.21199)
O (-1.52923, 0.86750, 1.25037)
C (-3.64365, 1.47924, 0.38292)
C (-4.44238, 1.78940, -0.71311)
C (-5.75994, 2.17681, -0.52913)
C (-6.28936, 2.25592, 0.75236)
C (-5.49663, 1.94712, 1.84899)
C (-4.17799, 1.56105, 1.66420)
H (-2.79665, -1.27763, -4.09364)
H (-1.58078, -0.21185, -4.80259)
H (-2.65289, 0.39250, -3.52924)
H (-0.51456, -1.76148, -3.15413)
H (-1.65319, -1.23993, -1.91442)
H (1.34689, -0.82636, -3.41568)
H (1.87600, 0.46125, -2.33627)
H (0.45079, 0.87979, -5.02001)
H (2.15914, 1.17466, -4.68496)
H (0.92561, 2.16597, -3.89763)
H (-4.01448, 1.72595, -1.70426)
H (-6.37578, 2.41986, -1.38556)
H (-7.31861, 2.55965, 0.89560)
H (-5.90659, 2.00988, 2.84887)
H (-3.54458, 1.32106, 2.50690)
O (1.17330, -1.42070, 0.44192)
S (2.18526, -2.53778, 0.62088)
C (1.48287, -3.90898, -0.34111)
C (0.56304, -4.74087, 0.57244)
C (0.41238, -3.99411, 1.90096)
C (1.76373, -3.35218, 2.17033)
H (2.30837, -4.48772, -0.75498)
H (0.96058, -3.41747, -1.16115)
H (1.01838, -5.71638, 0.74774)
H (-0.40142, -4.91360, 0.09692)
H (0.12458, -4.66300, 2.71166)
H (-0.34877, -3.21661, 1.82398)
H (2.55220, -4.08866, 2.34866)
H (1.79200, -2.60118, 2.96001)

Output
F_max (eV Å⁻¹): 0.15
Highest occupied orbital energy (eV): -8.0161
HOMO-LUMO gap (eV): 8.331
LUMO (hartree): 0.0116
Charge: 0

(4)
# C5H10O2

C5H10O2 in the gas phase (wB97M-V/def2-TZVPD, the OMol25 dataset).

Cartesian coordinates (Å):
C (2.04420, 0.51452, 0.46750)
O (1.31652, -0.68853, 0.57493)
C (0.47591, -0.93449, -0.55222)
C (-0.60609, 0.11259, -0.75003)
C (-2.05457, -0.21694, -0.45727)
C (-1.29742, 0.67879, 0.46602)
O (-0.95546, 0.22202, 1.73386)
H (2.69751, 0.49673, -0.41232)
H (2.64937, 0.60418, 1.36897)
H (1.37990, 1.38266, 0.39885)
H (1.10294, -1.00388, -1.45207)
H (0.04746, -1.92223, -0.36764)
H (-0.42491, 0.81876, -1.55577)
H (-2.83103, 0.19618, -1.09481)
H (-2.24803, -1.21813, -0.07964)
H (-1.52655, 1.74429, 0.43996)
H (-0.08326, -0.20375, 1.65476)

Output
F_max (eV Å⁻¹): 0.32
Highest occupied orbital energy (eV): -9.4785
HOMO-LUMO gap (eV): 10.472
Structure (SMILES): COC[C@H]1C[C@H]1O
LUMO (hartree): 0.0365
Charge: 0

(5)
# C28H77N7O7

7 unconnected molecules or ions with the total composition C28H77N7O7 (wB97M-V/def2-TZVPD, the OMol25 dataset).

Cartesian coordinates (Å):
C (9.04836, 2.26892, -24.42741)
O (9.22008, 3.49237, -25.09817)
C (8.33120, 4.49214, -24.64857)
C (8.52908, 5.75680, -25.47851)
C (9.98811, 6.19146, -25.48465)
N (7.73852, 6.87316, -24.96250)
H (9.52135, 2.33281, -23.44029)
H (9.54504, 1.48570, -25.00078)
H (7.99676, 1.97027, -24.35054)
H (7.29555, 4.15917, -24.81246)
H (8.49162, 4.72816, -23.58710)
H (8.23729, 5.56067, -26.51222)
H (10.09127, 7.13329, -26.02189)
H (10.60106, 5.48772, -26.05126)
H (10.37260, 6.23375, -24.46411)
H (8.08614, 7.12880, -24.04216)
H (6.76089, 6.64333, -24.81282)
C (10.76393, -0.03566, -18.03843)
O (10.52514, -0.12599, -19.44025)
C (9.16020, -0.12020, -19.77912)
C (9.03124, -0.67311, -21.18497)
C (7.57081, -0.61630, -21.62240)
N (9.49144, -2.07715, -21.21976)
H (11.77091, 0.37405, -17.92532)
H (10.85827, -1.05397, -17.64246)
H (10.06458, 0.59651, -17.49637)
H (8.62411, -0.84642, -19.13983)
H (8.66232, 0.84649, -19.62305)
H (9.66142, -0.12021, -21.88524)
H (7.32921, -1.31472, -22.42028)
H (7.32298, 0.38595, -21.98651)
H (6.91256, -0.77914, -20.76334)
H (10.34314, -2.12170, -20.66275)
H (8.83148, -2.65598, -20.70760)
C (8.28652, -3.92800, -18.56740)
O (7.07034, -3.47640, -17.99848)
C (7.24781, -2.82192, -16.76874)
C (5.87882, -2.42356, -16.24382)
C (4.97194, -3.60475, -15.98722)
N (5.17762, -1.51858, -17.20757)
H (8.96612, -3.06846, -18.54198)
H (8.07445, -4.18144, -19.60496)
H (8.68452, -4.81060, -18.06276)
H (7.80656, -3.43917, -16.04980)
H (7.84093, -1.90145, -16.91769)
H (5.99226, -1.85007, -15.31985)
H (3.96533, -3.27864, -15.73814)
H (5.36122, -4.24351, -15.18901)
H (4.92079, -4.24432, -16.87359)
H (5.21521, -2.01770, -18.09219)
H (5.73071, -0.67376, -17.31131)
C (13.56012, -0.49550, -21.27382)
O (13.93758, -1.86995, -21.26385)
C (15.11006, -2.13154, -20.51747)
C (14.81311, -2.19904, -19.03149)
C (16.05054, -2.36637, -18.17084)
N (13.83850, -3.24393, -18.68407)
H (12.89430, -0.28693, -22.10864)
H (14.44745, 0.13710, -21.37895)
H (13.04093, -0.29460, -20.33396)
H (15.50745, -3.06284, -20.92933)
H (15.86184, -1.34346, -20.67929)
H (14.34610, -1.24313, -18.77271)
H (16.54542, -3.31773, -18.36341)
H (15.73462, -2.30280, -17.12849)
H (16.75148, -1.53874, -18.29994)
H (13.07745, -3.18054, -19.36283)
H (14.24709, -4.13834, -18.96909)
C (8.08924, 1.21150, -11.58684)
O (9.12912, 1.55054, -12.46313)
C (8.69274, 2.32234, -13.55728)
C (9.88833, 2.98873, -14.18965)
C (9.49704, 3.76827, -15.42728)
N (10.89504, 1.96904, -14.57026)
H (8.50435, 0.60641, -10.78060)
H (7.33160, 0.57953, -12.07437)
H (7.59763, 2.09140, -11.15878)
H (8.10830, 1.71402, -14.26673)
H (7.99655, 3.10465, -13.21234)
H (10.27539, 3.65536, -13.40851)
H (8.66751, 4.45390, -15.24039)
H (9.12059, 3.05510, -16.16621)
H (10.36729, 4.26354, -15.84991)
H (10.85739, 1.17957, -13.93747)
H (11.79798, 2.41334, -14.45518)
C (13.17552, -2.48587, -24.68676)
O (12.24453, -3.53714, -24.82653)
C (11.03484, -3.20818, -24.13169)
C (9.96701, -4.25238, -24.43269)
C (9.74147, -4.39092, -25.91774)
N (8.70175, -3.82360, -23.79569)
H (13.27229, -2.23172, -23.61970)
H (12.79518, -1.57150, -25.16394)
H (14.14951, -2.78950, -25.05594)
H (11.27465, -3.21687, -23.06650)
H (10.68658, -2.24058, -24.51726)
H (10.29392, -5.18656, -23.97457)
H (8.86135, -5.02186, -26.07203)
H (10.55660, -4.89338, -26.43738)
H (9.56165, -3.42388, -26.39129)
H (8.91897, -3.63286, -22.81693)
H (8.46903, -2.90336, -24.16295)
C (0.54015, -3.96597, -17.17356)
O (0.66730, -4.36215, -18.51324)
C (1.15385, -3.34093, -19.35433)
C (2.67274, -3.25746, -19.33737)
C (3.18410, -2.07948, -20.17174)
N (3.33720, -4.50309, -19.75734)
H (-0.12765, -3.10075, -17.07783)
H (1.49811, -3.75469, -16.68493)
H (0.07623, -4.78847, -16.62588)
H (0.81668, -3.57835, -20.37176)
H (0.70416, -2.36627, -19.11870)
H (2.97525, -3.03107, -18.30901)
H (3.17830, -2.27346, -21.24534)
H (4.19544, -1.83054, -19.86415)
H (2.53574, -1.21811, -19.98685)
H (3.13956, -5.20671, -19.05020)
H (2.84419, -4.86569, -20.57183)

Output
F_max (eV Å⁻¹): 1.39
Highest occupied orbital energy (eV): -8.8253
HOMO-LUMO gap (eV): 9.261
Structure (SMILES): COC[C@H](C)N.COC[C@H](C)N.COC[C@H](C)N.COC[C@H](C)N.COC[C@H](C)N.COC[C@H](C)N.COC[C@H](C)N
LUMO (hartree): 0.0160
Charge: 0

Question: The lowest highest occupied orbital energy belongs to which entry?
Answer: C5H10O2